{"formula": "C6H9N2O2S", "method": "wB97M-V/def2-TZVPD", "elements": ["H", "H", "H", "N", "H", "H", "N", "O", "H", "C", "H", "C", "C", "C", "S", "H", "C", "O", "C", "H"], "coordinates": [[-0.103, 0.249, 2.203], [0.915, -0.068, -1.869], [-0.813, -0.961, 1.281], [1.224, 1.466, 0.382], [-1.386, 1.556, 0.692], [1.705, -0.983, -0.568], [4.133, 0.462, -0.737], [4.146, 2.188, -2.224], [0.040, -1.378, -1.050], [0.294, 0.373, 0.129], [-1.804, 0.400, -0.533], [3.508, 1.578, -1.390], [4.046, -0.309, 0.142], [-1.039, 1.165, -0.299], [1.906, 2.205, -0.902], [-0.659, 1.791, -1.076], [0.031, -0.443, 1.435], [4.049, -1.206, 0.863], [0.846, -0.667, -0.990], [0.926, -0.986, 1.649]], "gap_ev": 6.90, "multiplicity": 1, "energy_ev": -24277.89098, "total_charge": -1, "lumo_energy_ev": 3.5663, "homo_ev": -3.34}

---

{"formula": "C6H9N2O2S", "method": "wB97M-V/def2-TZVPD", "elements": ["O", "H", "H", "H", "C", "H", "S", "N", "C", "H", "O", "C", "H", "N", "H", "C", "H", "H", "C", "C"], "coordinates": [[0.714, 0.139, 1.664], [-0.494, 1.500, -1.796], [-2.567, 0.361, 2.821], [1.346, 0.730, -3.411], [-1.547, 0.733, 3.032], [2.180, -2.431, -0.816], [-0.547, 0.876, 1.564], [-0.385, -0.315, -0.659], [1.501, -1.656, -1.065], [2.750, -1.048, -2.807], [-0.453, 2.210, 1.206], [1.801, -0.835, -2.160], [0.046, -2.084, 0.345], [-1.418, 0.014, 0.186], [-1.233, 1.763, 3.260], [1.025, 0.206, -2.474], [-2.017, 0.717, -0.540], [-1.075, -0.051, 3.639], [0.355, -1.381, -0.387], [0.017, 0.551, -1.603]], "gap_ev": 10.24, "multiplicity": 1, "energy_ev": -24268.42439, "total_charge": 1, "lumo_energy_ev": -4.4782, "homo_ev": -14.72}

---

{"formula": "C6H9N2O5P3S", "method": "wB97M-V/def2-TZVPD", "elements": ["P", "O", "H", "P", "H", "C", "C", "H", "S", "O", "H", "H", "C", "N", "O", "H", "H", "C", "C", "N", "H", "O", "P", "O", "C", "H"], "coordinates": [[-0.333, 0.433, -1.557], [-1.464, 3.646, -0.332], [1.593, 0.273, 3.103], [0.534, 2.201, 1.556], [1.266, 2.868, 0.558], [0.821, -1.568, -0.149], [1.384, -0.269, 2.193], [-0.320, 1.822, -1.356], [1.127, -3.806, -0.822], [-0.861, -3.411, -3.671], [-0.720, -2.828, -2.913], [-0.569, 3.949, -0.518], [0.777, 0.447, 1.103], [0.630, -2.350, -1.221], [-2.005, 3.592, 2.093], [-1.805, -3.598, -3.661], [0.670, 0.256, -2.523], [1.409, -2.271, 0.938], [0.475, -0.200, -0.065], [1.620, -3.568, 0.669], [-2.675, 4.196, 1.745], [-1.618, -0.187, -1.924], [-1.496, 2.635, 0.922], [-2.272, 1.416, 0.722], [1.692, -1.582, 2.135], [2.141, -2.092, 2.973]], "gap_ev": 8.45, "multiplicity": 1, "energy_ev": -58289.14365, "total_charge": 0, "lumo_energy_ev": -1.3411, "homo_ev": -9.79}

---

{"formula": "C6H9N3", "method": "wB97M-V/def2-TZVPD", "elements": ["N", "H", "C", "N", "H", "C", "C", "H", "H", "C", "H", "N", "C", "C", "H", "H", "H", "H"], "coordinates": [[-1.250, 0.795, -0.783], [-0.664, -1.685, 2.203], [-0.012, -1.018, 0.599], [-0.573, -0.800, 1.702], [1.717, -2.343, -1.789], [-1.119, 1.871, 0.263], [0.047, 0.236, -0.367], [-1.184, 2.887, -0.226], [1.093, 2.212, 0.219], [0.966, -0.323, -1.443], [0.685, -2.970, 0.418], [0.527, -2.091, -0.033], [1.184, -1.611, -1.207], [0.325, 1.466, 0.559], [-1.777, 1.731, 1.121], [1.458, 0.278, -2.193], [0.594, 1.185, 1.576], [-2.017, 0.178, -0.620]], "gap_ev": 9.38, "multiplicity": 1, "energy_ev": -10836.40135, "total_charge": 0, "lumo_energy_ev": 0.8524, "homo_ev": -8.53}

---

{"formula": "C6H9N3", "method": "wB97M-V/def2-TZVPD", "elements": ["H", "H", "N", "C", "H", "N", "N", "H", "C", "H", "H", "H", "C", "C", "H", "C", "H", "C"], "coordinates": [[2.126, -1.109, 2.879], [2.515, 0.963, 0.612], [1.277, -1.415, 2.223], [-0.506, 0.397, -1.242], [-1.225, -1.540, 1.361], [0.946, 2.358, -1.229], [-2.370, -0.925, -0.785], [-0.100, 2.962, -1.902], [-1.148, -0.489, -0.434], [0.562, -1.483, 2.929], [-2.562, -1.123, -1.702], [-1.336, 1.087, -1.828], [0.704, 1.007, -0.757], [0.921, -0.628, 0.881], [2.099, 2.119, -2.256], [-0.442, -0.972, 0.726], [-3.050, -1.648, 0.273], [1.589, 0.438, 0.252]], "gap_ev": 7.75, "multiplicity": 1, "energy_ev": -10829.61550, "total_charge": 0, "lumo_energy_ev": -0.0013, "homo_ev": -7.75}

---

{"formula": "C6H9N3", "method": "wB97M-V/def2-TZVPD", "elements": ["C", "H", "H", "H", "C", "N", "H", "C", "H", "H", "N", "C", "N", "C", "H", "H", "C", "H"], "coordinates": [[-0.408, 1.214, -0.824], [0.971, -1.663, 2.570], [0.932, 2.596, -0.317], [0.699, 2.498, -2.071], [-0.277, -2.049, -0.078], [-1.639, 0.979, -1.340], [-0.917, -2.596, 0.532], [0.051, -0.008, -0.294], [-0.521, -0.448, 2.024], [-0.085, -2.698, -0.895], [-1.915, -0.227, -1.296], [0.212, 2.523, -1.109], [-0.972, -0.858, -0.651], [0.794, -1.039, 0.478], [-0.422, 3.504, -1.111], [1.105, 0.299, 2.242], [0.576, -0.731, 1.992], [1.816, -1.296, 0.146]], "gap_ev": 9.74, "multiplicity": 1, "energy_ev": -10834.67295, "total_charge": 0, "lumo_energy_ev": 0.7907, "homo_ev": -8.95}

---

{"formula": "C6H9N3O2", "method": "wB97M-V/def2-TZVPD", "elements": ["O", "H", "H", "C", "C", "C", "O", "H", "C", "H", "H", "N", "H", "H", "C", "H", "H", "N", "N", "C"], "coordinates": [[-3.045, -1.129, 0.704], [-1.163, -2.218, 1.460], [-0.215, 2.547, 1.477], [1.710, -1.577, -0.334], [-0.529, -1.703, 0.692], [0.798, -2.170, 0.555], [-2.741, 0.777, -0.360], [1.860, -0.152, -1.913], [-0.040, 0.051, -0.862], [1.147, 2.611, 2.230], [2.607, -1.978, -0.500], [-0.426, 1.175, -1.677], [1.137, -2.799, 1.242], [0.248, 1.657, -2.271], [-0.928, -0.594, 0.010], [-1.322, 1.631, -1.434], [1.200, 2.425, 0.476], [-2.274, -0.252, 0.143], [0.746, 2.157, 1.413], [1.229, -0.459, -1.050]], "gap_ev": 7.86, "multiplicity": 1, "energy_ev": -14929.62986, "total_charge": 0, "lumo_energy_ev": -0.6942, "homo_ev": -8.55}

---

{"formula": "C6H9N3O2", "method": "wB97M-V/def2-TZVPD", "elements": ["C", "H", "C", "N", "N", "C", "H", "O", "C", "C", "H", "N", "H", "H", "H", "H", "O", "H", "C", "H"], "coordinates": [[0.952, 2.581, -1.466], [-2.406, -1.015, 2.040], [-1.532, -1.647, 1.889], [0.700, 0.361, -1.826], [-0.588, -0.958, 1.037], [-0.876, 0.271, 0.619], [-0.266, 2.620, 0.362], [0.809, -0.742, -2.444], [0.185, 2.096, -0.458], [0.608, -1.695, 0.713], [1.061, -2.057, 1.639], [-0.011, 0.743, -0.563], [-1.838, -2.575, 1.399], [0.380, -2.551, 0.073], [1.325, -1.062, 0.199], [-1.086, -1.884, 2.856], [-1.748, 0.998, 0.996], [1.262, 3.594, -1.613], [1.245, 1.481, -2.274], [1.824, 1.442, -3.177]], "gap_ev": [8.70, 8.70], "multiplicity": 1, "energy_ev": -14929.88955, "total_charge": 0, "lumo_energy_ev": [0.7549, 0.7549], "homo_ev": [-7.94, -7.94]}

---

{"formula": "C6H9N3OS", "method": "wB97M-V/def2-TZVPD", "elements": ["N", "H", "C", "H", "H", "N", "C", "S", "C", "H", "H", "C", "O", "C", "H", "C", "H", "H", "H", "N"], "coordinates": [[-0.392, 0.054, -0.441], [1.029, 1.784, 2.215], [1.925, 1.393, 1.664], [2.691, 2.136, 1.810], [1.032, -1.928, -0.985], [-3.730, -1.651, -3.047], [1.676, 1.205, 0.187], [-3.685, 0.049, -0.812], [-1.234, -0.615, 0.401], [0.941, 2.062, -0.154], [-3.032, -1.644, 0.869], [-2.571, -0.872, 0.336], [2.897, -1.063, -0.819], [-3.718, -1.040, -2.080], [-0.855, -1.123, 1.297], [1.737, -1.054, -0.686], [2.312, 0.403, 2.004], [2.697, 1.408, -0.345], [-0.693, 0.505, -1.211], [0.974, -0.009, -0.205]], "gap_ev": 9.72, "multiplicity": 1, "energy_ev": -23718.06945, "total_charge": 0, "lumo_energy_ev": 0.4572, "homo_ev": -9.26}

---

{"formula": "C6H9N4", "method": "wB97M-V/def2-TZVPD", "elements": ["N", "H", "H", "C", "H", "C", "N", "H", "H", "C", "C", "N", "N", "H", "H", "C", "H", "C", "H"], "coordinates": [[-1.838, 1.188, -1.103], [0.572, 1.618, 0.121], [0.967, -0.414, 2.259], [0.029, 0.730, -0.373], [1.943, -0.665, -1.794], [-0.948, -0.559, 1.867], [-0.625, 1.021, -1.682], [2.653, -0.195, -0.406], [-2.736, 0.387, 1.840], [-1.441, 0.798, 0.086], [0.394, -0.913, 1.347], [-0.261, 1.259, -2.821], [0.654, -0.480, -0.034], [-0.876, 1.681, -3.480], [0.600, -1.983, 1.164], [-1.850, 0.320, 1.338], [-1.180, -1.085, 2.886], [1.919, -0.795, -0.760], [2.024, -1.914, -0.455]], "gap_ev": [7.22, 5.97], "multiplicity": 3, "energy_ev": -12313.39816, "total_charge": 1, "lumo_energy_ev": [-3.7303, -7.9305], "homo_ev": [-10.95, -13.91], "s2": 2.07}

---

What is the multiplicity in the fifth record?
1

---

Look up the multiplicity of the fifth one.
1